Entry 1:
Entry from the Open Molecules 2025 dataset: C4H6N4 in the gas phase at a distorted geometry (ωB97M-V/def2-TZVPD).

Results
Relative energy (zero: lowest compared OMol25 entry of this formula, charge and spin) (kcal per mole): 134.6
Charge: 0
HOMO level (eV): -8.6
Structure (SMILES): [H]/N=c1/cc[nH]n1N=C
Frontier orbital gap (eV): 8.87
E_tot (Eh): -374.8469

Cartesian coordinates (Å):
H1 -0.727 -2.762 0.536
N1 -0.629 -2.361 -0.338
C1 -0.485 -1.132 -0.547
C2 0.058 -0.663 -1.753
C3 0.323 0.575 -1.668
N2 0.082 1.192 -0.433
N3 -0.400 0.085 0.278
N4 -0.046 -0.127 1.599
C4 0.505 0.892 2.223
H2 0.286 -1.569 -2.287
H3 0.895 1.314 -2.367
H4 -1.080 1.675 -0.283
H5 0.797 1.820 1.732
H6 0.422 1.061 3.307

=====

Entry 2:
Entry from the Open Molecules 2025 dataset: a gas-phase ion, C5H10NO2 (charge +1) at a distorted geometry (ωB97M-V/def2-TZVPD).

Results
Relative energy (zero: lowest compared OMol25 entry of this formula, charge and spin) (kcal per mole): 31.8
Charge: +1
HOMO level (eV): -13.8
Structure (SMILES): [NH3+]/C=C/CCC(=O)O
Frontier orbital gap (eV): 10.21
E_tot (Eh): -401.4744

Cartesian coordinates (Å):
N1 -2.235 -1.727 -0.554
C1 -1.386 -0.597 0.088
C2 -0.947 0.396 -0.661
C3 -0.139 1.497 -0.099
C4 1.353 1.213 0.119
C5 1.901 -0.080 0.618
O1 1.302 -1.130 0.594
O2 3.151 -0.028 1.154
H1 -1.525 -2.450 -0.714
H2 -2.575 -1.372 -1.473
H3 -3.085 -1.889 -0.018
H4 -1.137 -0.886 1.096
H5 -1.124 0.527 -1.728
H6 -0.464 1.656 0.960
H7 -0.092 2.424 -0.767
H8 1.719 1.937 0.887
H9 1.978 1.491 -0.801
H10 3.304 -0.983 1.298

=====

Entry 3:
Entry from the Open Molecules 2025 dataset: C6H11FN2O2 in the gas phase at a distorted geometry (ωB97M-V/def2-TZVPD).

Results
Relative energy (zero: lowest compared OMol25 entry of this formula, charge and spin) (kcal per mole): 35.3
Charge: 0
HOMO level (eV): -9.6
Structure (SMILES): NC/C=C\[C@](N)(CF)C(=O)O
Frontier orbital gap (eV): 10.08
E_tot (Eh): -595.0106

Cartesian coordinates (Å):
N1 -3.304 -1.539 1.268
C1 -1.855 -1.615 1.276
C2 -1.226 -0.332 1.673
C3 -0.297 0.485 1.059
C4 0.259 0.304 -0.294
N2 -0.750 -0.160 -1.283
C5 1.402 -0.804 -0.326
F1 2.476 -0.611 0.417
C6 1.056 1.448 -0.988
O1 1.845 2.000 -0.186
O2 0.834 1.700 -2.305
H1 -3.642 -2.368 0.959
H2 -3.668 -0.860 0.526
H3 -1.429 -1.880 0.212
H4 -1.587 -2.380 1.988
H5 -1.506 -0.229 2.742
H6 -0.015 1.424 1.546
H7 -1.665 0.018 -0.854
H8 -0.845 -1.189 -1.255
H9 0.944 -1.683 0.024
H10 1.732 -0.916 -1.416
H11 0.307 0.939 -2.587

=====

Entry 4:
Entry from the Open Molecules 2025 dataset: a molecular structure, C3H5ClO2 at a distorted geometry (ωB97M-V/def2-TZVPD).

Results
Relative energy (zero: lowest compared OMol25 entry of this formula, charge and spin) (kcal per mole): 84.8
Charge: 0
HOMO level (eV): -10.0
Frontier orbital gap (eV): 10.16
E_tot (Eh): -727.8627

Cartesian coordinates (Å):
C1 0.920 -0.816 0.310
C2 0.509 0.617 0.004
C3 -0.861 0.972 0.041
H1 2.727 -0.222 -0.292
H2 -0.211 -1.683 -0.136
H3 0.865 -0.843 1.648
H4 -1.081 1.409 -0.967
H5 -1.139 1.572 1.012
O1 2.182 -1.121 -0.229
O2 1.358 1.497 -0.041
Cl1 -1.935 -0.463 -0.073